No. 1
DFT (wB97M-V/def2-TZVPD) results for C2H5N3O in the gas phase at a distorted geometry.

XYZ file:
```
11
C2H5N3O, DFT wB97M-V/def2-TZVPD
H -2.441 -0.066 -0.101
N -1.922 -0.988 -0.277
C -0.711 -0.801 0.043
N -0.054 0.337 0.284
O -0.561 1.625 -0.179
C 1.340 0.327 -0.145
N 2.065 -0.674 -0.168
H 1.688 -1.412 0.442
H -0.005 -1.603 0.192
H -0.998 1.994 0.565
H 1.600 1.260 -0.656
```

The molar mass comes out at 87.1 g/mol. Its net charge is 0. The LUMO energy is 0.51 eV. As for the relative energy (zero: lowest compared OMol25 entry of this formula, charge and spin): 370.9 kJ/mol. The total energy is -318.60923 Ha.

No. 2
DFT (wB97M-V/def2-TZVPD) results for C2H5N3O in the gas phase at a distorted geometry.

XYZ file:
```
11
C2H5N3O, DFT wB97M-V/def2-TZVPD
H 0.148 -2.730 -0.162
N -0.604 -2.486 -0.808
C -0.706 -1.217 -0.798
N 0.042 -0.398 0.058
C -0.053 1.002 -0.021
N 0.567 1.674 1.012
O -0.601 1.616 -0.924
H -1.374 -0.611 -1.432
H 0.657 -0.870 0.720
H 0.514 2.666 0.870
H 1.410 1.354 1.485
```

The molar mass comes out at 87.1 g/mol. Its net charge is 0. The LUMO energy is 0.56 eV. As for the relative energy (zero: lowest compared OMol25 entry of this formula, charge and spin): 31.4 kJ/mol. The total energy is -318.73852 Ha.

No. 3
DFT (wB97M-V/def2-TZVPD) results for C2H5N3O2 in the gas phase at a distorted geometry.

XYZ file:
```
12
C2H5N3O2, DFT wB97M-V/def2-TZVPD
N -1.618 -0.187 -0.011
C -0.183 -0.046 0.112
C 0.505 1.097 0.264
O 1.853 1.152 0.216
N 2.279 0.009 -0.523
O 1.842 -1.089 0.350
N 0.517 -1.307 0.103
H -1.904 0.687 -0.484
H -2.199 -0.255 0.799
H -0.053 2.034 0.542
H 3.296 -0.127 -0.477
H 0.463 -1.900 -0.687
```

The molar mass comes out at 103.1 g/mol. Its net charge is 0. The LUMO energy is 0.98 eV. As for the relative energy (zero: lowest compared OMol25 entry of this formula, charge and spin): 674.6 kJ/mol. The total energy is -393.76232 Ha.

No. 4
DFT (wB97M-V/def2-TZVPD) results for C2H5N3O2 in the gas phase at a distorted geometry.

XYZ file:
```
12
C2H5N3O2, DFT wB97M-V/def2-TZVPD
N -1.602 0.519 -0.126
C -0.348 0.005 -0.002
N -0.063 -1.253 -0.116
O -1.218 -2.002 -0.399
N 0.638 0.913 0.258
C 1.966 0.630 0.440
O 2.787 1.484 0.755
H -2.228 -0.200 -0.484
H -1.670 1.377 -0.657
H -0.878 -2.916 -0.379
H 0.379 1.871 0.428
H 2.236 -0.426 0.282
```

The molar mass comes out at 103.1 g/mol. Its net charge is 0. The LUMO energy is 0.68 eV. As for the relative energy (zero: lowest compared OMol25 entry of this formula, charge and spin): 246.9 kJ/mol. The total energy is -393.92522 Ha.

No. 5
DFT (wB97M-V/def2-TZVPD) results for C2H5N3O2 in the gas phase at a distorted geometry.

XYZ file:
```
12
C2H5N3O2, DFT wB97M-V/def2-TZVPD
C 0.071 1.011 0.185
C -0.608 -0.322 0.639
N -0.401 2.183 0.307
N 1.891 -0.488 -0.416
N -1.449 -1.022 -0.174
O 1.382 0.855 -0.341
O 1.346 -1.203 0.512
H -0.892 -0.485 1.644
H 0.337 2.834 -0.012
H 1.628 -0.809 -1.433
H -1.375 -0.788 -1.210
H -1.929 -1.766 0.299
```

The molar mass comes out at 103.1 g/mol. Its net charge is 0. The LUMO energy (spin up / spin down) is 0.28 / 0.28 eV. As for the relative energy (zero: lowest compared OMol25 entry of this formula, charge and spin): 676.1 kJ/mol. The total energy is -393.76176 Ha.

No. 6
DFT (wB97M-V/def2-TZVPD) results for C2H5N3O2S in the gas phase at a distorted geometry.

XYZ file:
```
13
C2H5N3O2S, DFT wB97M-V/def2-TZVPD
H -0.517 1.394 -0.058
N 0.539 1.277 -0.407
C 0.592 0.100 0.039
N 1.764 -0.713 0.109
S 3.241 -0.108 -0.426
N -0.521 -0.525 0.569
O -1.641 0.353 0.619
C -2.533 0.175 -0.311
O -2.488 -0.888 -0.902
H 1.783 -1.472 0.876
H 3.911 0.452 0.770
H -0.922 -1.198 -0.060
H -3.209 1.154 -0.816
```

The molar mass comes out at 135.1 g/mol. Its net charge is 0. The LUMO energy is 0.34 eV. As for the relative energy (zero: lowest compared OMol25 entry of this formula, charge and spin): 433.7 kJ/mol. The total energy is -792.00002 Ha.

No. 7
DFT (wB97M-V/def2-TZVPD) results for a 2-piece molecular cluster, C2H5N3O3 overall at a distorted geometry.

XYZ file:
```
13
C2H5N3O3, DFT wB97M-V/def2-TZVPD
C -0.346 -1.090 1.954
N 0.233 -0.220 2.427
O 0.890 0.685 2.840
H -0.634 -1.829 1.270
N 0.807 1.155 -0.800
N -0.581 0.726 -0.846
C -0.786 -0.553 -1.247
O -1.828 -1.134 -0.987
O 0.225 -1.087 -1.896
H 1.151 0.705 0.034
H 0.996 2.185 -0.757
H -1.245 0.983 -0.164
H 1.118 -0.527 -1.830
```

The molar mass comes out at 119.1 g/mol. Its net charge is 0. The LUMO energy is 0.49 eV. As for the relative energy (zero: lowest compared OMol25 entry of this formula, charge and spin): 328.5 kJ/mol. The total energy is -469.07559 Ha.

No. 8
DFT (wB97M-V/def2-TZVPD) results for C2H5N3O3 in the gas phase.

XYZ file:
```
13
C2H5N3O3, DFT wB97M-V/def2-TZVPD
N 2.206 -0.459 0.756
C 1.025 -1.108 0.963
O 0.912 -2.119 1.621
N -0.106 -0.496 0.376
C -0.150 0.669 -0.235
O 0.540 1.516 -0.725
N -1.780 0.640 -0.415
O -2.272 0.814 -1.731
H 2.264 0.412 0.253
H 3.037 -0.881 1.131
H -2.244 1.363 0.134
H -1.536 -0.434 0.115
H -1.896 0.082 -2.242
```

The molar mass comes out at 119.1 g/mol. Its net charge is 0. The LUMO energy is 0.38 eV. As for the relative energy (zero: lowest compared OMol25 entry of this formula, charge and spin): 192.2 kJ/mol. The total energy is -469.12748 Ha.

No. 9
DFT (wB97M-V/def2-TZVPD) results for C2H5N3OS in the gas phase at a distorted geometry.

XYZ file:
```
12
C2H5N3OS, DFT wB97M-V/def2-TZVPD
H 3.590 0.536 0.074
N 2.637 0.526 -0.037
C 2.146 -0.725 -0.004
N 0.722 -1.035 0.000
C -0.381 -0.195 -0.006
S -1.929 -0.836 -0.033
N -0.034 1.026 -0.193
O -1.082 1.950 0.180
H 2.710 -1.689 0.175
H 0.372 -1.945 0.664
H 0.771 1.597 -0.024
H -1.791 1.180 -0.134
```

The molar mass comes out at 119.1 g/mol. Its net charge is 0. The LUMO energy is 0.31 eV. As for the relative energy (zero: lowest compared OMol25 entry of this formula, charge and spin): 408.5 kJ/mol. The total energy is -716.78512 Ha.

No. 10
DFT (wB97M-V/def2-TZVPD) results for C2H5N3OS2 in the gas phase at a distorted geometry.

XYZ file:
```
13
C2H5N3OS2, DFT wB97M-V/def2-TZVPD
O 1.797 1.131 -1.695
N 1.699 0.775 -0.486
C 0.538 0.240 -0.052
N -0.449 -0.150 -0.913
C -1.737 -0.163 -0.509
S -3.200 -0.245 -1.442
N 0.399 -0.030 1.307
S -0.331 -1.473 1.907
H 1.448 0.241 -2.351
H 2.423 0.199 -0.312
H -2.078 0.142 0.569
H 1.075 0.316 1.904
H -1.582 -0.983 2.073
```

The molar mass comes out at 151.2 g/mol. Its net charge is 0. The LUMO energy is -0.53 eV. As for the relative energy (zero: lowest compared OMol25 entry of this formula, charge and spin): 447.5 kJ/mol. The total energy is -1114.92411 Ha.